{
  "formula": "C26H55NO3P2Pb",
  "method": "the ωB97M-V functional and the def2-TZVPD basis",
  "e_homo_ev": -20.4,
  "lumo_ev": -15.86,
  "orbital_gap_ev": 4.51,
  "charge": 4,
  "species": ["Pb", "C", "O", "C", "O", "P", "C", "H", "C", "H", "C", "H", "C", "P", "H", "H", "C", "H", "C", "H", "H", "H", "C", "H", "H", "H", "C", "H", "H", "H", "C", "H", "H", "H", "C", "H", "H", "H", "C", "H", "H", "H", "C", "H", "H", "H", "C", "H", "C", "H", "H", "C", "H", "H", "H", "C", "H", "H", "H", "C", "H", "H", "H", "C", "H", "H", "H", "H", "H", "O", "C", "C", "C", "C", "C", "C", "N", "H", "H", "H", "H", "H", "H", "H", "H", "H", "H", "H"],
  "coordinates": [[-1.047642, 0.420976, -0.448706], [-2.996010, 2.473270, 0.105800], [-4.008087, 3.003049, 0.178018], [-1.750679, -1.111238, -2.851356], [-2.371725, -1.321302, -3.789141], [0.432301, 2.179743, -2.012386], [1.808693, 1.478219, -3.043734], [2.174053, 2.330431, -3.643930], [-0.683449, 3.117477, -3.164493], [-1.329671, 2.306622, -3.546419], [1.195203, 3.357159, -0.804223], [1.893458, 2.712717, -0.238304], [-2.144391, -0.945184, 2.727633], [-2.171777, -1.606330, 1.000828], [-2.089766, -3.944695, 1.439854], [-1.063294, -0.883480, 2.951928], [-3.953584, -1.920842, 0.581500], [-4.392435, -2.259651, 1.535626], [-1.592159, 4.133307, -2.467047], [-1.102726, 5.105195, -2.333516], [-1.979014, 3.786915, -1.500268], [-2.474841, 4.294669, -3.100617], [0.055637, 3.717343, -4.360793], [-0.558553, 4.512260, -4.799669], [0.229218, 2.965872, -5.137168], [1.019295, 4.162856, -4.084234], [2.007642, 4.433202, -1.522568], [2.734484, 4.012191, -2.228409], [2.577489, 4.997946, -0.773301], [1.364159, 5.146410, -2.051467], [0.212486, 3.950148, 0.219544], [0.765050, 4.159683, 1.147246], [-0.615391, 3.280159, 0.488635], [-0.210450, 4.900417, -0.129567], [2.952751, 0.965165, -2.158925], [3.640623, 1.771483, -1.873809], [3.543560, 0.203349, -2.684206], [2.587836, 0.506169, -1.230335], [1.288427, 0.393270, -3.996145], [1.039764, -0.532294, -3.467368], [2.073735, 0.134919, -4.719217], [0.407961, 0.712117, -4.566077], [-2.810283, -1.920677, 3.698406], [-2.653310, -2.974181, 3.435656], [-3.888707, -1.734786, 3.758631], [-2.380773, -1.764114, 4.696791], [-2.717339, 0.470656, 2.874349], [-3.789476, 0.502336, 2.642297], [-0.825079, -3.721838, -0.309909], [-2.198009, 1.217705, 2.259173], [-2.596069, 0.778908, 3.922749], [-0.144222, -3.230930, 2.071570], [0.237841, -3.498773, -0.465204], [-0.922307, -4.814323, -0.375717], [-1.386308, -3.302730, -1.153770], [-1.309578, -3.253265, 1.073747], [0.549507, -4.056330, 1.859522], [-0.487337, -3.334016, 3.108113], [0.431275, -2.296275, 1.994066], [-4.087753, -3.015659, -0.477820], [-3.665933, -2.697864, -1.440319], [-5.150069, -3.219679, -0.647795], [-3.608091, -3.953819, -0.187289], [-4.684256, -0.660972, 0.098993], [-4.518276, 0.218169, 0.730218], [-5.763167, -0.860693, 0.107264], [-4.415295, -0.395332, -0.929896], [0.696804, -1.944980, -1.494687], [1.187864, -1.480993, -1.831385], [0.859439, 0.120057, 1.255062], [1.991210, -0.327150, 1.564140], [2.583244, -0.170782, 2.932830], [2.871885, -1.496546, 3.633406], [4.207622, -2.123267, 3.209264], [4.243205, -2.593901, 1.773532], [4.111918, -1.464292, 0.774081], [2.734973, -0.975856, 0.639761], [1.852184, 0.407188, 3.514278], [3.481440, 0.439206, 2.839291], [2.920015, -1.309540, 4.714669], [2.063367, -2.217043, 3.463933], [5.011140, -1.397207, 3.367523], [4.410399, -2.976340, 3.870958], [5.205469, -3.080178, 1.581686], [3.468516, -3.350440, 1.594320], [4.743458, -0.613490, 1.052829], [4.415113, -1.825404, -0.218976], [2.255569, -1.200255, -0.229559]],
  "atomic_forces_ev_per_a": [[1.5, -0.4, 0.6], [-3.5, 1.2, 0.1], [3.3, -1.5, -0.1], [-2.1, -0.3, -2.9], [2.0, 0.5, 2.9], [1.3, 2.7, -1.2], [0.0, -1.4, 0.3], [-0.5, 0.1, 0.3], [-1.2, -1.0, 0.3], [0.0, 0.2, -0.1], [-0.2, -1.0, 1.3], [-0.1, 0.1, -0.3], [1.1, 1.2, -0.3], [-1.6, -1.4, 2.3], [-0.2, 0.5, -0.2], [-0.3, -0.1, -0.1], [0.0, 0.5, -1.4], [0.4, 0.1, 0.0], [-0.4, 0.1, 0.1], [-0.1, -0.3, 0.1], [0.2, 0.2, -0.3], [0.3, 0.0, 0.1], [0.8, -0.1, -0.3], [0.0, -0.2, 0.2], [0.0, 0.2, 0.1], [-0.3, 0.0, -0.1], [0.2, 0.2, -0.7], [-0.1, 0.2, 0.2], [-0.2, -0.2, 0.0], [0.2, -0.2, 0.1], [0.2, 0.3, 0.2], [-0.2, 0.0, -0.3], [0.2, 0.1, 0.0], [0.0, -0.3, 0.1], [0.3, 0.1, 0.3], [-0.2, -0.2, 0.0], [-0.2, 0.2, 0.0], [0.1, 0.2, -0.2], [-0.1, 0.0, -0.3], [0.1, 0.2, -0.1], [-0.2, 0.1, 0.2], [0.2, 0.0, 0.0], [-0.4, -0.6, 0.0], [-0.1, 0.2, 0.2], [0.2, -0.1, 0.0], [-0.1, 0.0, -0.3], [-0.2, -0.1, 0.2], [0.3, 0.0, 0.1], [0.0, -0.4, -0.4], [0.1, -0.1, 0.1], [0.0, 0.0, -0.3], [0.1, 0.2, 0.3], [-0.3, 0.0, 0.2], [0.0, 0.3, 0.0], [0.0, -0.2, 0.2], [1.2, 0.3, -0.6], [-0.3, 0.1, 0.0], [0.2, 0.0, -0.2], [-0.1, -0.4, 0.0], [0.1, -0.3, -0.1], [-0.1, 0.0, 0.2], [0.1, 0.0, 0.1], [-0.2, 0.1, -0.1], [-0.2, 0.3, 0.3], [-0.1, -0.2, 0.0], [0.2, 0.1, -0.1], [0.0, -0.2, 0.0], [0.2, 0.2, -0.1], [-0.3, -0.2, 0.1], [-2.2, 0.5, -0.9], [2.4, -1.2, -1.1], [-1.1, 0.6, 0.2], [0.7, -0.3, 0.2], [-0.2, -0.2, 0.5], [0.3, -0.3, 0.0], [0.2, -0.2, -0.1], [-1.4, 0.5, 0.4], [0.2, 0.0, -0.1], [0.2, 0.0, 0.1], [-0.1, 0.0, -0.3], [0.0, 0.1, 0.1], [0.0, -0.1, 0.1], [0.0, 0.2, -0.1], [-0.1, 0.0, 0.0], [0.1, 0.1, -0.1], [0.1, -0.2, -0.1], [-0.1, 0.3, 0.2], [0.3, 0.1, 0.5]]
}